# C6H12N

A structure of composition C6H12N at a distorted geometry (ωB97M-V/def2-TZVPD, OMol25).

Results
- Molecular weight: 98.2 g/mol
- Energy above the lowest of the compared OMol25 structures with the same formula, charge and spin: 394.2 kJ/mol
- Total charge: +1
- Frontier orbital gap: 9.080 eV
- LUMO: -4.474 eV

Positions of all 19 atoms, in Å:
C (0.58, -0.21, 0.49)
C (1.44, -1.25, 0.36)
C (0.28, 0.23, 1.86)
C (0.10, 1.11, 0.07)
C (-1.29, -1.74, -1.79)
C (0.38, 1.97, -0.91)
N (-0.37, 1.52, 1.43)
H (1.58, -1.62, -0.63)
H (1.94, -1.62, 1.18)
H (-0.34, -0.56, 2.42)
H (1.22, 0.58, 2.41)
H (-0.23, -1.76, -1.43)
H (-1.27, -1.93, -2.94)
H (-1.86, -0.81, -1.52)
H (0.10, 2.93, -0.80)
H (-1.87, -2.69, -1.52)
H (0.89, 1.75, -1.82)
H (-1.33, 1.73, 1.35)
H (0.07, 2.38, 1.80)